83
Properties=species:S:1:pos:R:3:mulliken_spin:R:1 method="wB97M-V/def2-TZVPD" multiplicity=4 total_energy_ev=-58797.97432 charge=+2
H -2.27 4.54 0.63 0.001
H -3.64 -1.01 -1.23 0.003
H -4.96 -1.96 2.06 0.000
C 1.90 3.62 -0.02 0.089
C 3.06 -3.21 1.58 -0.004
N -0.85 -2.96 -2.44 0.008
H 3.15 -3.80 2.48 0.000
C -2.04 2.77 -2.37 0.043
H 5.39 -0.72 -1.38 0.000
S -1.52 0.25 2.80 0.003
C 4.60 -0.06 -1.72 -0.001
H 0.74 5.37 -0.69 0.002
N -0.71 -1.11 -1.31 0.072
C -0.22 3.38 -0.77 0.124
H 4.18 -4.61 0.40 0.000
C -1.58 5.15 -1.89 0.006
H -3.14 1.18 -0.69 -0.004
C -3.61 -0.77 -0.17 0.031
Re -0.53 0.31 0.27 2.314
N -2.83 0.49 -0.01 0.041
H 0.88 -2.27 4.71 0.000
O -2.95 0.59 2.75 0.003
N 1.52 -0.01 0.38 -0.025
H 1.86 0.86 -1.98 0.021
C 3.30 -0.82 -1.99 -0.003
C 2.27 -1.26 0.42 0.112
H 3.90 -1.50 3.83 0.000
C -0.24 -3.29 -0.07 0.005
H -0.82 5.23 -2.67 -0.001
H -4.40 -0.41 2.36 0.000
H -1.41 -2.12 -4.36 -0.001
H -1.83 1.73 -2.10 -0.006
H -3.11 2.88 -2.57 0.000
C 3.06 -0.82 3.68 0.001
C 2.27 0.09 -2.64 0.001
O -1.01 0.00 4.08 -0.001
H 1.45 -0.48 -3.05 0.000
C 3.62 -2.88 -0.71 0.000
C 1.38 -2.67 3.83 0.002
O -1.29 -0.91 1.78 0.093
H -0.92 -4.14 -0.02 0.002
H -3.06 -1.57 0.33 -0.004
H -5.51 0.23 0.16 0.000
C -1.08 -0.80 -2.61 0.003
H 2.19 -3.31 4.19 0.000
H 1.12 -0.79 2.84 0.005
H -0.79 -3.94 -2.67 0.000
C -5.04 -0.73 0.36 -0.002
H -2.54 2.82 0.49 -0.009
N -5.13 -0.98 1.83 0.001
H 4.94 0.45 -2.63 0.000
C 2.37 -2.01 1.61 -0.045
H -5.65 -1.50 -0.13 0.000
H -1.21 0.21 -2.95 0.001
H -6.05 -0.73 2.20 0.000
H -3.57 3.96 -0.41 0.002
H 3.53 -1.57 -2.75 0.000
C 1.53 2.27 0.01 0.031
N 0.22 2.12 -0.46 -0.020
C 3.65 -3.67 0.41 -0.001
H 4.15 -3.20 -1.60 0.000
C -1.18 -1.95 -3.32 -0.009
C 1.90 -1.53 2.97 0.013
H 3.43 0.04 3.11 -0.001
C -1.59 3.74 -1.27 0.006
H -2.55 5.34 -2.35 0.000
H 4.46 0.71 -0.95 0.000
H 2.86 4.02 0.26 0.000
H -1.41 5.92 -1.14 0.000
H 3.25 1.12 0.64 -0.018
C 2.96 -1.65 -0.74 0.000
C -2.56 3.75 -0.07 0.031
O -0.76 1.34 2.01 0.082
H 0.66 -3.30 3.29 0.001
C 2.20 1.13 0.39 -0.018
H -1.50 2.96 -3.30 0.000
H 2.73 -0.46 4.66 0.000
C -0.57 -2.44 -1.24 0.004
H -3.04 0.88 0.91 0.005
H -0.30 -2.74 0.86 -0.003
H 2.75 0.61 -3.47 0.000
H 0.78 -3.68 -0.16 0.004
C 0.80 4.31 -0.51 0.015



85
Properties=species:S:1:pos:R:3:mulliken_spin:R:1 method="wB97M-V/def2-TZVPD" multiplicity=2 total_energy_ev=-67451.88097 charge=+4
H -1.65 0.79 5.38 0.000
H -1.47 2.24 0.94 -0.001
C -1.36 1.34 -2.28 0.016
H -0.02 0.35 5.90 0.000
C 0.44 2.61 0.12 -0.004
C -0.67 0.48 5.03 0.000
H 2.12 -5.80 2.91 0.000
H 0.37 2.64 -2.38 0.000
H -1.08 -5.55 2.32 0.000
C 2.31 4.04 0.55 -0.002
C 2.94 -1.18 -3.49 -0.012
H 3.59 -3.13 0.67 0.000
N 1.14 -0.25 -2.20 -0.004
H -0.20 -3.24 -1.52 0.006
C 3.59 -3.86 1.48 -0.001
N 1.26 1.54 0.02 -0.058
C 2.15 -4.77 3.29 0.000
C -1.03 2.35 -0.05 0.017
C 0.98 0.74 -3.12 0.006
N 2.31 -3.79 2.21 0.001
H -4.46 -3.54 -1.92 0.000
H 3.21 0.84 -0.01 0.014
C 2.59 1.71 0.14 -0.048
H -0.32 2.19 -3.92 -0.001
H -3.40 0.96 -0.71 0.002
C 2.10 -1.19 -2.40 0.035
P 0.32 -0.98 3.11 0.019
H -1.68 0.41 -2.76 -0.002
H 0.87 -6.23 0.68 0.000
H -1.77 -3.93 2.08 0.000
C -2.52 0.42 -0.36 0.041
H -1.62 -2.73 4.32 0.000
H -1.52 3.19 -0.54 0.000
H 2.38 0.70 2.39 0.005
C 0.58 -5.36 0.08 0.000
H 1.40 -2.20 5.27 0.000
N -1.26 1.08 -0.81 -0.041
H 2.72 5.02 0.77 0.000
N 1.85 -0.88 3.67 -0.001
H -4.64 -1.20 -1.09 0.000
H 3.13 -1.96 4.94 0.000
H 3.08 0.80 4.02 0.000
H 3.77 -4.85 1.08 0.000
O 1.36 -2.15 0.47 0.099
H -2.54 -1.49 5.20 0.000
H -2.20 -4.57 -2.19 0.001
H 4.41 -3.63 2.16 0.000
C -2.31 -3.57 -1.78 0.000
H 1.25 -4.57 3.86 0.000
C -1.28 -4.76 1.59 0.000
H 3.73 -0.36 2.87 0.000
O 0.08 -2.53 2.67 -0.004
P 0.97 -3.19 1.50 0.021
H 2.21 -0.69 5.75 0.000
H 0.26 4.72 0.46 0.000
C 3.15 2.94 0.42 -0.009
C -1.53 -1.85 4.96 0.000
N -1.31 -1.59 -0.93 0.018
Re 0.28 -0.32 -0.30 0.854
H 1.67 1.59 -4.96 0.001
H -0.26 1.26 4.39 0.000
H 3.46 -0.10 -5.29 -0.001
H -1.06 -2.12 5.90 0.000
N -0.81 -0.78 4.27 -0.001
C 1.81 0.79 -4.23 0.008
H 3.69 -1.95 -3.60 0.000
C -3.57 -2.99 -1.64 0.000
C 0.94 3.87 0.39 0.001
H -1.97 -5.16 0.84 0.000
H -2.14 2.09 -2.45 0.003
H -0.12 -5.71 -0.68 0.000
H 3.02 -4.71 3.95 0.000
C -3.68 -1.68 -1.18 -0.006
H 4.22 3.04 0.52 0.001
C -1.20 -2.84 -1.42 -0.015
O 0.09 -0.11 1.90 0.057
C 2.81 0.12 3.21 -0.004
H 2.18 -1.97 -1.66 0.002
H 1.47 -4.97 -0.41 0.000
C -0.06 1.80 -2.93 0.002
C 2.80 -0.16 -4.42 0.014
H -2.54 0.42 0.74 0.006
N -0.06 -4.32 0.90 -0.003
C 2.16 -1.46 4.98 0.000
C -2.53 -1.00 -0.85 -0.031



95
Properties=species:S:1:pos:R:3:mulliken_charge:R:1 method="wB97M-V/def2-TZVPD" smiles="CCOC(=O)OC.CCOC(=O)OC.CCOC(=O)OC.O=C1OCCO1.O=C1OCCO1.O=C1OCCO1.O=C1OCCO1.O=C1OCCO1" total_energy_ev=-77848.65948 charge=0
H -3.69 -2.51 20.49 0.288
H -7.99 5.71 27.68 -0.045
H -9.54 6.63 20.35 0.309
H -6.19 4.09 27.44 -0.021
C -4.45 -1.31 22.01 0.118
H -10.91 -3.42 26.26 0.364
C -3.29 -1.80 21.21 -0.301
H -9.89 7.76 28.40 0.363
H -10.95 -1.04 18.89 0.306
H -12.03 -1.96 26.11 0.383
O -6.76 3.55 20.42 -0.561
H -7.58 0.55 27.77 0.231
C -10.49 -0.57 31.89 -0.131
O -8.18 -3.06 28.01 -0.607
O -8.31 1.09 29.67 -0.420
C -5.89 5.30 25.64 -0.058
H -4.65 -0.24 22.00 0.112
O -7.94 0.95 25.00 -0.161
O -2.36 -2.32 22.22 -0.376
H -10.90 -2.55 24.82 0.265
H -10.04 -0.71 25.76 0.044
H -8.51 6.53 18.24 0.247
H -6.20 0.63 24.15 0.201
O -6.83 -3.22 26.07 -0.216
O -4.82 3.29 25.97 -0.366
H -7.48 -0.69 23.96 0.462
C -9.07 5.75 27.57 -0.703
C -7.92 1.40 28.37 -0.473
O -9.42 9.96 26.82 -0.346
C -9.49 0.43 29.94 0.736
O -9.18 -1.32 19.84 -0.310
C -8.93 -1.88 21.00 0.634
H -11.29 1.43 32.39 0.328
O -8.14 3.22 25.49 -0.307
H -5.24 -2.01 21.73 0.101
O -3.72 3.21 24.03 -0.550
H -10.93 -1.40 31.32 0.257
H -9.39 5.21 17.66 0.306
H -9.86 -2.42 18.45 0.248
C -7.49 1.29 22.79 -0.101
H -2.90 -0.92 20.70 0.277
O -7.58 2.52 23.38 -0.253
H -9.89 -1.38 27.45 0.169
C -11.65 0.46 32.05 -1.123
C -8.82 5.53 18.53 -0.404
C -10.78 -2.83 20.19 -0.295
H -10.15 -0.90 32.87 0.328
O -7.32 9.61 26.01 -0.538
C -9.31 11.37 26.86 -0.694
O -2.38 -2.64 24.51 -0.530
C -5.69 -3.82 26.55 -0.610
O -7.71 4.78 18.83 -0.365
H -10.20 11.85 27.27 0.265
H -8.44 11.82 27.32 0.295
H -5.02 -3.82 25.69 0.138
O -7.88 -1.72 21.64 -0.502
H -10.41 7.40 26.76 0.291
H -10.79 -3.81 19.71 0.232
O -8.74 4.68 20.70 -0.258
C -8.32 9.17 26.50 0.612
H -4.65 4.98 27.26 0.456
C -7.94 -2.85 26.82 0.568
H -5.25 -3.25 27.37 0.308
C -9.90 -1.60 26.38 0.464
H -10.52 5.32 19.66 0.257
C -11.06 -2.41 25.89 -1.458
H -8.45 1.18 22.29 0.233
O -8.70 -2.25 25.94 -0.070
O -9.36 -0.06 31.21 -0.371
H -11.75 -2.59 20.63 0.267
C -7.69 4.28 20.00 0.737
C -4.45 3.75 24.78 0.616
H -6.94 5.23 25.38 0.116
H -5.75 6.30 26.05 0.408
C -5.41 4.39 26.74 -0.157
H -7.09 2.12 28.39 0.207
H -9.42 5.07 26.79 0.325
C -2.89 -2.23 23.50 0.563
H -9.42 11.66 25.81 0.296
O -5.04 4.95 24.57 -0.400
O -9.87 -2.84 21.28 -0.300
O -4.03 -1.53 23.37 -0.268
O -8.49 7.90 26.96 -0.154
O -10.41 0.24 29.16 -0.613
H -5.74 -4.87 26.83 0.284
H -11.86 0.79 31.04 0.276
H -12.51 0.22 32.68 0.360
C -9.50 5.62 19.93 -0.252
C -9.60 7.26 27.47 -0.379
C -10.27 -1.81 19.25 -0.283
H -9.42 5.37 28.54 0.403
C -7.24 0.38 23.95 -0.378
C -7.94 2.36 24.72 0.001
H -6.67 1.25 22.07 0.265
H -8.66 1.82 27.70 0.386